{
  "formula": "C3H5NOS",
  "method": "ωB97M-V/def2-TZVPD",
  "symbols": ["C", "C", "C", "N", "O", "S", "H", "H", "H", "H", "H"],
  "xyz": [[0.761625, -0.855293, 0.080270], [1.739934, 1.248201, -0.541629], [-0.369354, -1.422188, -0.389585], [1.008778, 0.449834, -0.069535], [-0.551199, 1.260350, 1.050326], [-1.889343, 0.582217, 0.959106], [1.472284, -1.424271, 0.560184], [1.976542, 2.335089, -0.514403], [-1.116674, -0.946482, -0.847029], [-0.616877, -2.462570, -0.034491], [-2.415716, 1.235113, -0.253215]],
  "atomic_forces_ev_per_a": [[-2.61, -0.67, -1.47], [1.29, 1.67, -0.81], [2.28, -2.94, 3.03], [0.80, 0.33, -0.39], [0.79, 0.82, 0.88], [-1.90, 0.85, -1.48], [1.48, -0.91, 1.33], [-0.67, -0.96, 0.33], [-2.32, 1.82, -2.16], [0.55, 1.08, -0.73], [0.33, -1.08, 1.46]],
  "lowdin_charge": [-0.23, 0.12, -0.01, -0.06, -0.71, 0.72, 0.10, 0.08, -0.04, 0.09, -0.06],
  "total_energy_ev": -17558.9661,
  "relative_energy_kcal_mol": 145.3,
  "lumo_ev": [-0.35, -0.03],
  "homo_energy_ev": [-6.89, -7.70],
  "gap_ev": [6.5, 7.7]
}



{
  "formula": "C19H29Cl3MnNO4P2",
  "method": "ωB97M-V/def2-TZVPD",
  "symbols": ["C", "C", "N", "C", "C", "C", "C", "P", "Mn", "P", "C", "C", "C", "C", "C", "C", "C", "O", "O", "H", "H", "H", "C", "C", "H", "H", "H", "H", "C", "C", "H", "H", "H", "H", "H", "H", "H", "H", "H", "H", "H", "H", "H", "H", "H", "H", "H", "H", "H", "H", "H", "H", "Cl", "C", "Cl", "Cl", "C", "O", "O"],
  "xyz": [[-0.916691, 3.087166, -2.757856], [-0.946836, 2.112336, -1.753645], [0.123617, 1.790576, -1.016360], [1.302569, 2.379617, -1.286483], [1.376785, 3.431517, -2.193439], [0.254452, 3.801350, -2.954656], [-2.259092, 1.409287, -1.489844], [-2.213092, 0.193612, -0.100305], [-0.128194, 0.440353, 0.830630], [2.639437, 0.304465, 0.081179], [2.542463, 2.019644, -0.513250], [-0.075969, -1.539985, 1.597728], [-0.523876, -1.469704, 2.902776], [-0.527154, -2.634532, 3.690572], [-0.059099, -3.840632, 3.156051], [0.369547, -3.891509, 1.830426], [0.359241, -2.741642, 1.026832], [-2.079814, -1.112929, -5.490097], [0.909008, -1.900734, -3.010530], [-1.826701, 3.319012, -3.309577], [2.331407, 3.946374, -2.306977], [0.305550, 4.629496, -3.650667], [-3.322831, 1.066577, 1.008465], [-3.023882, -1.309938, -0.661680], [3.421748, 2.212550, -1.148115], [2.635679, 2.690603, 0.359922], [-2.622012, 0.852226, -2.334436], [-3.055203, 2.140017, -1.272540], [3.451460, 0.137323, 1.660622], [3.330181, -0.771149, -1.173781], [-0.868154, -0.522308, 3.298693], [-0.892793, -2.562563, 4.712358], [-0.037903, -4.726681, 3.782541], [0.715853, -4.833401, 1.407438], [0.674569, -2.797374, -0.018471], [0.243303, -1.659973, -3.693897], [1.217487, -2.770439, -3.265002], [-1.486623, -0.892117, -4.760469], [-2.522456, -0.272108, -5.649233], [1.358302, -0.296278, 0.558900], [-4.295624, 1.190805, 0.527884], [-3.419677, 0.492346, 1.927201], [-2.890426, 2.041416, 1.256617], [-4.115334, -1.192699, -0.621133], [-2.720964, -1.583481, -1.681934], [-2.737340, -2.134225, 0.000391], [4.308111, -0.440144, -1.539953], [3.458085, -1.777414, -0.757546], [2.634398, -0.848202, -2.015378], [4.515785, 0.422867, 1.620927], [2.904964, 0.726876, 2.417571], [3.345696, -0.916319, 1.963197], [-0.827167, 4.543473, 4.141891], [0.246441, 3.941474, 2.864974], [-0.358914, 4.424745, 1.242033], [1.883121, 4.602165, 3.043883], [0.246698, 2.325894, 2.961314], [1.251359, 1.814283, 3.469083], [-0.785291, 1.742534, 2.490255]],
  "atomic_forces_ev_per_a": [[0.22, 0.20, 0.24], [-0.38, -0.04, -0.26], [0.36, -0.20, -0.23], [-0.79, 0.75, -0.29], [0.04, 0.10, -0.52], [0.41, -0.47, 0.71], [-0.56, -0.13, 0.45], [0.74, 1.01, -0.06], [0.50, -0.17, 0.32], [-0.41, 0.35, 0.20], [0.80, 0.13, 0.17], [0.67, 1.47, -1.56], [-0.03, -1.61, 0.77], [0.01, 0.43, -0.30], [-0.17, 0.35, 0.20], [0.06, 0.03, -0.45], [-0.32, -0.51, 1.23], [0.20, 0.27, 0.31], [-0.83, 0.64, -0.67], [0.23, -0.09, 0.13], [-0.29, -0.08, -0.08], [0.03, -0.09, -0.01], [-0.72, -0.16, 0.25], [-0.82, -0.33, -0.22], [-0.18, 0.09, 0.11], [-0.09, -0.31, -0.12], [0.07, -0.06, -0.92], [0.35, -0.03, -0.13], [0.75, 0.16, 0.33], [0.48, -0.20, -0.38], [0.01, -0.06, 0.23], [0.11, -0.25, -0.04], [0.00, 0.01, -0.13], [-0.05, 0.02, 0.13], [0.01, 0.02, 0.19], [0.83, -0.39, 0.74], [0.03, -0.31, -0.10], [-0.15, -0.11, -0.13], [-0.12, -0.07, -0.18], [-0.88, -0.74, 0.38], [-0.18, 0.05, 0.20], [-0.14, 0.08, 0.15], [0.01, -0.26, -0.06], [0.14, -0.17, -0.18], [-0.03, 0.14, 0.26], [0.03, 0.19, -0.04], [-0.09, 0.07, 0.07], [-0.14, 0.21, 0.05], [0.06, 0.07, 0.16], [-0.40, -0.14, 0.17], [0.11, -0.02, -0.33], [0.07, 0.25, -0.19], [0.15, 0.07, -0.22], [-0.15, -0.84, -0.20], [-0.03, 0.00, 0.29], [-0.27, -0.06, 0.08], [0.50, -0.76, 0.02], [-0.73, 0.63, -0.47], [0.96, 0.87, -0.11]],
  "lowdin_charge": [-0.03, -0.30, 0.07, -0.33, -0.03, -0.04, -0.27, 0.83, 0.32, 0.90, -0.24, -0.27, -0.15, -0.10, -0.13, -0.13, -0.16, -0.05, -0.06, 0.12, 0.12, 0.11, -0.26, -0.25, 0.10, 0.10, 0.07, 0.10, -0.20, -0.21, 0.07, 0.09, 0.09, 0.09, 0.07, 0.04, 0.05, 0.01, 0.04, -0.04, 0.05, 0.05, 0.04, 0.05, 0.04, 0.04, 0.05, 0.06, 0.02, 0.06, 0.04, 0.07, 0.60, -1.48, 0.57, 0.58, -0.78, -0.04, -0.16],
  "multiplicity": 5,
  "total_energy_ev": -117316.1553,
  "s_squared": 6.10,
  "relative_energy_kcal_mol": 46.7,
  "lumo_ev": [-0.27, -0.29],
  "homo_energy_ev": [-5.22, -4.91],
  "gap_ev": [4.9, 4.6]
}



{
  "formula": "C6H12O",
  "method": "ωB97M-V/def2-TZVPD",
  "symbols": ["C", "C", "O", "C", "C", "C", "C", "H", "H", "H", "H", "H", "H", "H", "H", "H", "H", "H", "H"],
  "xyz": [[-1.690593, 0.124659, -1.735843], [-0.581624, -0.329398, -0.849021], [-1.074979, 0.342362, 0.744942], [-0.303634, -0.562720, 1.586277], [1.145168, -0.101938, 1.490440], [1.708458, -0.071763, 0.058238], [0.684823, 0.477822, -0.945773], [-2.638666, -0.372517, -1.486220], [-1.403164, -0.273371, -2.718014], [-1.864393, 1.209430, -1.840914], [-2.023033, 0.156592, 0.823935], [-0.694030, -0.464698, 2.601912], [-0.429399, -1.582650, 1.208614], [1.195722, 0.900099, 1.931924], [1.753677, -0.764471, 2.119766], [1.964242, -1.090297, -0.255347], [2.639191, 0.513384, 0.055474], [1.051512, 0.318447, -1.968838], [0.560723, 1.571030, -0.821554]],
  "atomic_forces_ev_per_a": [[-0.10, 0.03, -0.09], [0.04, 0.16, -0.36], [-0.14, -0.38, -0.06], [0.15, 0.00, 0.32], [-0.02, 0.07, 0.08], [0.01, -0.05, 0.02], [0.05, -0.14, -0.04], [0.12, 0.13, -0.08], [-0.11, 0.11, 0.03], [0.08, 0.00, 0.02], [0.23, -0.14, 0.01], [0.13, -0.01, 0.05], [-0.04, 0.27, 0.08], [0.04, -0.07, -0.04], [-0.11, 0.14, -0.06], [-0.07, 0.12, 0.08], [-0.19, -0.09, 0.00], [0.03, 0.01, 0.08], [-0.11, -0.16, -0.03]],
  "lowdin_charge": [-0.16, -0.19, -0.08, -0.20, -0.18, -0.21, -0.25, 0.06, 0.08, 0.07, 0.14, 0.12, 0.12, 0.11, 0.12, 0.11, 0.11, 0.12, 0.12],
  "total_energy_ev": -8460.4196,
  "relative_energy_kcal_mol": 90.7,
  "lumo_ev": 0.76,
  "homo_energy_ev": -6.88,
  "gap_ev": 7.6
}



{
  "formula": "C19H19F3N3O5PdSSi",
  "method": "ωB97M-V/def2-TZVPD",
  "symbols": ["Pd", "O", "C", "N", "C", "O", "C", "C", "C", "C", "C", "N", "C", "C", "C", "C", "C", "N", "H", "H", "H", "H", "H", "H", "H", "H", "F", "C", "F", "F", "S", "O", "O", "O", "C", "H", "H", "C", "Si", "C", "C", "C", "C", "H", "H", "H", "H", "H", "H", "H", "H", "H"],
  "xyz": [[-1.495133, -0.011568, -0.340070], [-4.339964, -1.943137, -2.612338], [-3.550522, -1.486135, -1.807197], [-2.356673, -0.879279, -2.010819], [-1.743861, -0.679227, -3.207212], [-1.952164, -1.201369, -4.282247], [-0.651919, 0.377477, -3.072879], [0.118733, 0.692135, -4.175532], [1.113371, 1.646711, -4.048053], [1.301057, 2.250010, -2.815087], [0.492978, 1.877998, -1.753987], [-0.480116, 0.977593, -1.880951], [-3.897224, -1.542098, -0.317513], [-5.009694, -2.253055, 0.092711], [-5.264176, -2.382794, 1.447403], [-4.380342, -1.811833, 2.350436], [-3.294108, -1.102145, 1.869655], [-3.081041, -0.934714, 0.566256], [-0.080502, 0.163890, -5.096730], [1.739954, 1.906331, -4.891650], [2.074444, 2.988874, -2.659044], [0.631336, 2.296072, -0.766588], [-5.625830, -2.701916, -0.673062], [-6.122971, -2.942538, 1.794844], [-4.511420, -1.920632, 3.417722], [-2.555774, -0.673453, 2.530660], [0.905225, -4.466277, 0.118372], [0.190900, -3.342318, -0.024514], [0.070685, -3.118647, -1.340198], [-1.046495, -3.606875, 0.437936], [0.975089, -1.882764, 0.873692], [2.218404, -2.415644, 1.377157], [1.120239, -0.908557, -0.193302], [-0.016441, -1.555125, 1.873667], [-1.101801, 1.306958, 1.208121], [-1.478180, 0.965245, 2.178252], [-1.655968, 2.224034, 0.964351], [3.719648, 0.515935, 2.948635], [3.276318, 1.786059, 1.655036], [3.903341, 1.245610, -0.021478], [4.035134, 3.445076, 2.110940], [1.459487, 1.928372, 1.582639], [0.287810, 1.648965, 1.419128], [4.802717, 0.446660, 3.081871], [3.341846, -0.465038, 2.652445], [3.272241, 0.781200, 3.908849], [4.991970, 1.146868, -0.019724], [3.629011, 1.959107, -0.801605], [3.452847, 0.282378, -0.270435], [5.126296, 3.405503, 2.064831], [3.747713, 3.732648, 3.124454], [3.693526, 4.229430, 1.432151]],
  "atomic_forces_ev_per_a": [[-1.00, 1.29, -0.37], [0.03, 0.04, 0.00], [-0.10, -0.08, -0.01], [0.17, -0.27, 0.46], [0.05, 0.11, -0.05], [-0.07, 0.03, 0.00], [-0.11, -0.04, 0.00], [0.02, 0.04, 0.01], [-0.01, 0.01, 0.07], [-0.04, -0.03, -0.09], [-0.08, 0.14, -0.03], [0.61, -0.36, 0.00], [0.08, 0.05, 0.01], [0.03, 0.01, -0.02], [0.08, 0.04, 0.04], [-0.08, -0.04, -0.03], [-0.02, 0.04, 0.00], [0.24, -0.55, 0.03], [0.00, 0.00, -0.01], [0.00, 0.00, -0.01], [0.01, 0.00, 0.01], [0.04, -0.03, -0.02], [-0.01, -0.01, 0.00], [0.00, 0.00, 0.00], [-0.01, -0.01, 0.00], [0.00, 0.00, -0.01], [0.08, -0.06, 0.06], [-0.07, -0.01, 0.01], [0.03, 0.05, -0.04], [-0.03, 0.05, 0.02], [0.11, -0.11, -0.14], [0.04, -0.03, 0.03], [0.03, -0.06, -0.04], [-0.12, -0.03, 0.15], [0.31, 0.18, 0.25], [-0.10, -0.19, -0.21], [0.00, -0.08, -0.08], [0.03, 0.02, 0.00], [-0.08, -0.01, 0.03], [0.00, 0.01, 0.01], [-0.01, 0.00, -0.01], [-0.07, -0.09, -0.04], [0.02, 0.01, 0.03], [0.01, -0.01, -0.01], [-0.01, -0.01, 0.00], [0.00, -0.01, 0.01], [0.01, -0.03, -0.01], [0.00, 0.02, 0.00], [0.00, 0.00, -0.02], [0.01, 0.00, 0.01], [0.00, 0.01, 0.00], [0.01, 0.01, -0.01]],
  "lowdin_charge": [0.94, 0.07, -0.44, 0.02, -0.44, 0.09, -0.16, 0.00, -0.05, -0.05, -0.09, 0.02, -0.16, 0.00, -0.05, -0.05, -0.10, 0.00, 0.12, 0.11, 0.10, 0.08, 0.12, 0.10, 0.10, 0.10, 0.11, -0.64, 0.10, 0.09, 0.45, -0.32, -0.36, -0.34, -0.29, 0.03, 0.05, -0.17, 0.42, -0.17, -0.20, -0.10, -0.23, 0.03, 0.02, 0.03, 0.03, 0.01, 0.02, 0.02, 0.02, 0.02],
  "charge": -1,
  "total_energy_ev": -65067.7458,
  "relative_energy_kcal_mol": 6.0,
  "lumo_ev": 2.29,
  "homo_energy_ev": -5.28,
  "gap_ev": 7.6
}



In the order shown, the computed molar mass values come out to 103.1; 558.7; 100.2; 592.9 g mol⁻¹.